Record 1
Molecular formula: C5H9NO2
Method: DFT, wB97M-V/def2-TZVPD

Geometry as ORCA input:
```
! wB97M-V def2-TZVPD RIJCOSX def2/J DEFGRID3
* xyz 0 1
O 3.02173 0.55312 -0.09084
C 2.03617 -0.10738 -0.01552
O 1.95620 -1.09851 0.84216
C 0.69654 0.15332 -0.72730
C -0.10251 1.24976 -0.03311
C -1.17697 0.52608 0.84150
C -1.46524 -0.67053 -0.09911
N -0.13840 -0.99967 -0.57460
H 1.07756 -1.46516 0.68525
H 0.90412 0.45428 -1.69379
H 0.51559 1.95651 0.54609
H -0.63665 1.78603 -0.80638
H -2.01375 1.19988 1.15292
H -0.69504 0.18765 1.77833
H -1.89786 -1.61267 0.35975
H -2.11549 -0.34554 -0.90827
H 0.03398 -1.76717 -1.25706
*
```

Calculated values
HOMO-LUMO gap (eV): 9.98
SMILES: O=C(O)[C@@H]1CCCN1



Record 2
Molecular formula: C5H9NO2
Method: DFT, wB97M-V/def2-TZVPD

Geometry as ORCA input:
```
! wB97M-V def2-TZVPD RIJCOSX def2/J DEFGRID3
* xyz 0 1
N -0.90860 -1.01572 -0.36431
C 0.08136 -0.09922 -0.63468
C 1.39548 -0.42580 -0.94199
C 1.82761 -0.82762 0.59953
O 0.64544 -0.42902 1.51906
C 0.09559 0.65873 0.74447
C -0.79722 1.11874 -0.40983
O -2.19219 1.20383 -0.55280
H -1.51186 -0.96209 -1.24522
H -1.17767 -1.32695 0.51465
H 1.47832 -1.45938 -1.46750
H 1.97285 0.46420 -1.34462
H 2.75423 -0.33804 1.00681
H 1.95711 -1.89775 1.05273
H 0.89950 1.32594 0.76065
H -0.41075 2.00517 -0.74314
H -2.84441 0.55148 0.14075
*
```

Calculated values
HOMO-LUMO gap (eV): 9.12
SMILES: N[C@]12CCO[C@@H]1[C@@H]2O



Record 3
Molecular formula: C5H9NO2
Method: DFT, wB97M-V/def2-TZVPD

Geometry as ORCA input:
```
! wB97M-V def2-TZVPD RIJCOSX def2/J DEFGRID3
* xyz 0 1
C 2.56365 -0.59342 0.39700
C -0.13688 1.76407 0.18010
N -0.09558 0.31753 -0.09891
C -0.07051 -0.31972 -1.17003
C -2.04096 -0.22032 -0.40279
C -2.41659 -1.19339 0.39127
O 1.99193 0.47852 -0.26568
O 0.13034 -1.02743 -2.06322
H -2.62572 0.46827 -1.00021
H 2.27507 -0.65755 1.46318
H 2.33738 -1.57478 -0.06233
H 3.66251 -0.49596 0.37816
H 0.28839 1.89428 1.16890
H 0.47082 2.29429 -0.54603
H -1.17182 2.10480 0.16611
H -3.46499 -1.46206 0.50656
H -1.69705 -1.77713 0.95791
*
```

Calculated values
HOMO-LUMO gap (spin up / spin down) (eV): 8.87 / 6.91



Record 4
Molecular formula: C5H9NO2S
Method: DFT, wB97M-V/def2-TZVPD

Geometry as ORCA input:
```
! wB97M-V def2-TZVPD RIJCOSX def2/J DEFGRID3
* xyz 0 1
C -1.52299 -1.17953 0.20418
C -0.11084 0.75386 1.16458
C 1.07417 0.97795 0.16245
C 0.19481 -0.32568 -1.54376
C -1.31721 0.21307 0.44718
N 1.22497 -0.18277 -0.63389
O -0.66722 -1.92683 1.06940
O -2.24874 -1.81290 -0.51275
S -2.43723 1.37618 -0.20198
H 0.22882 -0.02465 1.97079
H -0.41625 1.80741 1.67800
H 0.92704 1.79224 -0.44438
H 1.97706 1.14378 0.69262
H 0.02337 -1.25741 -2.07297
H -0.07246 0.45424 -2.23500
H 1.23840 -1.02499 -0.19495
H -0.99391 -2.90898 1.13007
H -3.61083 0.72297 -0.01075
*
```

Calculated values
HOMO-LUMO gap (spin up / spin down) (eV): 6.87 / 7.17



Record 5
Molecular formula: C5H9NO2S2
Method: DFT, wB97M-V/def2-TZVPD

Geometry as ORCA input:
```
! wB97M-V def2-TZVPD RIJCOSX def2/J DEFGRID3
* xyz 0 1
C 1.36055 0.41450 -0.08145
C -0.92033 1.06445 -0.70961
C -0.51529 0.47138 1.73430
C -0.11352 0.03965 0.09050
C -0.48127 -1.44058 -0.11287
N 1.82700 0.24778 -1.34403
O 2.16198 0.65579 0.85641
O -1.01518 3.11807 2.46770
S 0.01095 2.54397 -0.37865
S 0.02018 2.23879 1.87540
H -0.99393 0.86096 -1.84489
H -1.85996 1.11390 -0.36338
H -1.62567 0.48316 1.96843
H -0.01557 -0.13193 2.41426
H 0.41213 -2.04618 0.12180
H -0.89140 -1.57054 -1.07293
H -1.18525 -1.55271 0.75488
H 1.16720 0.29097 -2.10342
H 2.77084 0.55595 -1.39630
*
```

Calculated values
HOMO-LUMO gap (eV): 9.21



Record 6
Molecular formula: C5H9NO3
Method: DFT, wB97M-V/def2-TZVPD

Geometry as ORCA input:
```
! wB97M-V def2-TZVPD RIJCOSX def2/J DEFGRID3
* xyz 0 1
H -0.34261 -2.30186 -0.66940
N 0.36042 -2.10972 0.04536
C 0.66050 -0.89309 0.16760
C 1.62487 -0.45625 1.22338
C 0.50163 0.31956 -1.18557
O 1.05134 1.47441 -0.83044
C -1.03880 0.37896 -1.24862
C -1.33569 0.62915 0.19665
O -0.79769 1.60608 0.78944
O -2.31034 -0.07876 0.75128
H 1.17808 0.32067 1.84646
H 1.91258 -1.30390 1.84244
H 2.50942 -0.02001 0.75863
H 0.99181 -0.21179 -2.00612
H 0.33403 1.80835 0.08624
H -1.49411 -0.55431 -1.57298
H -1.37891 1.21002 -1.87385
H -2.42652 0.18250 1.67950
*
```

Calculated values
HOMO-LUMO gap (eV): 8.69
SMILES: [H]/N=C(/C)[C@H](O)CC(=O)O



Record 7
Molecular formula: C5H9NO3
Method: DFT, wB97M-V/def2-TZVPD

Geometry as ORCA input:
```
! wB97M-V def2-TZVPD RIJCOSX def2/J DEFGRID3
* xyz 0 1
C 2.21101 1.48778 -0.60844
C 1.53777 0.59946 0.13728
C -2.49632 -0.68830 -0.50830
C -0.98163 -0.67634 -0.58418
C -0.51902 0.52021 0.20369
N 2.19348 -0.43764 0.88834
O 1.60968 -1.16145 1.69941
O 3.37122 -0.58938 0.63236
O -0.79185 0.63506 1.53651
H 3.27328 1.49742 -0.53568
H 1.77382 2.02776 -1.47228
H -2.87646 -1.57479 -1.01274
H -2.73926 -0.70262 0.43977
H -2.88210 0.13208 -0.93841
H -0.61733 -1.55790 -0.00155
H -0.67040 -0.68379 -1.55968
H -0.78423 1.40680 -0.20521
H -0.61166 -0.23437 1.88909
*
```

Calculated values
HOMO-LUMO gap (eV): 9.20



Record 8
Molecular formula: C5H9NO3
Method: DFT, wB97M-V/def2-TZVPD

Geometry as ORCA input:
```
! wB97M-V def2-TZVPD RIJCOSX def2/J DEFGRID3
* xyz 0 1
C -1.85649 0.54719 -1.87748
C -0.41006 0.32593 -1.42247
O -0.24989 -1.01614 -0.98069
C 0.36082 -1.43597 0.12872
O 0.34587 -2.53001 0.53626
N 0.86774 -0.33281 0.90654
C 0.02351 0.39446 1.79638
C 2.20838 -0.36666 1.09023
O 2.84789 -1.12076 0.40639
H -2.51361 0.26460 -1.04310
H -2.12881 -0.07105 -2.81327
H -2.06064 1.62643 -2.15943
H -0.03415 1.09460 -0.66474
H 0.49102 0.24670 -2.02064
H -1.09529 0.34972 1.86562
H 0.42735 0.28329 2.80271
H 0.12242 1.41248 1.62765
H 2.65394 0.32799 1.82130
*
```

Calculated values
HOMO-LUMO gap (eV): 10.49
SMILES: CCOC(=O)N(C)C=O



Record 9
Molecular formula: C5H9NO3
Method: DFT, wB97M-V/def2-TZVPD

Geometry as ORCA input:
```
! wB97M-V def2-TZVPD RIJCOSX def2/J DEFGRID3
* xyz 0 1
C 2.16972 0.17984 -0.14397
C 0.23717 1.41465 -0.21040
C -0.28268 -0.07089 -0.09319
C -1.48266 -0.04759 -0.97464
C -0.48344 -0.14954 1.44830
N 0.66157 -0.96122 -0.70884
O 3.27942 -0.19270 0.12003
O 1.60914 1.31921 0.07049
O 0.56337 -2.16546 0.02450
H 0.23476 1.99165 -1.21636
H -0.11786 2.14858 0.47529
H -1.26776 0.37574 -1.87977
H -2.39552 0.30228 -0.66302
H -1.80859 -1.04844 -1.20234
H 0.44809 -0.21162 1.87326
H -1.22053 -0.92871 1.86093
H -0.93788 0.74665 1.92551
H 0.79367 -2.70245 -0.70576
*
```

Calculated values
HOMO-LUMO gap (eV): 9.61



Record 10
Molecular formula: C5H9NO3
Method: DFT, wB97M-V/def2-TZVPD

Geometry as ORCA input:
```
! wB97M-V def2-TZVPD RIJCOSX def2/J DEFGRID3
* xyz 0 1
N 0.81123 0.11104 -2.08197
C 0.80673 -0.62057 -0.87073
C 1.13061 0.03279 0.33491
O 1.55352 -0.66936 1.41110
C 0.52258 1.34212 0.65741
C -0.90120 0.79884 0.95916
C -1.25460 -0.38567 -0.16304
O -1.91934 -0.04863 -1.13014
O -1.46887 -1.61583 0.43135
H 1.06560 -0.46125 -2.87434
H -0.09333 0.54227 -2.24439
H 1.15566 -1.64852 -0.95459
H 1.63667 -1.60594 1.18064
H 0.50112 1.98389 -0.21927
H 0.99272 1.79261 1.52954
H -1.63381 1.58458 0.78970
H -0.96326 0.41276 1.97481
H -1.94203 -1.54514 1.26985
*
```

Calculated values
HOMO-LUMO gap (eV): 8.45
SMILES: N/C=C(/O)CCC(=O)O



Record 11
Molecular formula: C5H9NO3S
Method: DFT, wB97M-V/def2-TZVPD

Geometry as ORCA input:
```
! wB97M-V def2-TZVPD RIJCOSX def2/J DEFGRID3
* xyz 0 1
C -1.97473 0.25680 0.01366
C -0.17629 0.07218 -0.54454
C 2.74745 1.36410 0.87154
C -2.13870 -2.06453 0.73502
C 2.03062 1.04595 -0.43121
N -2.60961 -0.76185 0.57776
O 0.00228 -0.87662 -1.28594
O -4.29799 1.12625 -0.20834
O 0.60308 0.99934 -0.00404
S -2.88260 1.63199 -0.29094
H 3.75904 0.80726 0.97265
H 3.04504 2.37304 1.15290
H 2.09257 0.99206 1.62802
H -2.73458 -2.57615 1.57996
H -2.12600 -2.61797 -0.18962
H -1.10844 -1.98450 1.04503
H 2.45757 0.07470 -0.82891
H 2.09397 1.76625 -1.35632
H -3.53808 -0.46701 0.67381
*
```

Calculated values
HOMO-LUMO gap (eV): 8.33



Record 12
Molecular formula: C5H9NO4
Method: DFT, wB97M-V/def2-TZVPD

Geometry as ORCA input:
```
! wB97M-V def2-TZVPD RIJCOSX def2/J DEFGRID3
* xyz 0 1
N -0.49630 -0.92483 1.26167
C -0.98956 0.21440 0.49921
C 0.12985 1.20930 0.03787
C 1.58703 0.72763 0.15911
C 1.79765 -0.51586 -0.70504
O 2.37946 -0.42926 -1.74499
O 1.34224 -1.70251 -0.29204
C -1.67371 -0.44695 -0.72151
O -1.79244 -1.64291 -0.82929
O -2.35567 0.38199 -1.56966
H -1.10828 -1.73886 1.03075
H -0.33076 -0.68449 2.25790
H -1.77265 0.54280 1.12946
H 0.12422 2.18209 0.47002
H -0.01774 1.27839 -1.06387
H 2.27444 1.50369 -0.07150
H 1.77486 0.46916 1.22356
H 0.94048 -1.66769 0.54384
H -1.81312 1.24390 -1.61550
*
```

Calculated values
HOMO-LUMO gap (eV): 10.21
SMILES: N[C@@H](CCC(=O)O)C(=O)O



Record 13
Molecular formula: C5H9NO4
Method: DFT, wB97M-V/def2-TZVPD

Geometry as ORCA input:
```
! wB97M-V def2-TZVPD RIJCOSX def2/J DEFGRID3
* xyz 0 1
C -4.21553 -0.08223 0.39521
C -2.76574 0.04592 0.82970
C -1.85825 0.29044 -0.35444
O -1.57581 1.45311 -0.71196
C -1.26145 -0.94006 -1.04674
C 0.07338 -1.05925 -0.26196
O 0.55453 0.23203 -0.33404
O 2.66632 -0.45700 0.61750
N 3.38765 0.08753 -0.25519
O 4.61491 0.02247 -0.36847
H -4.86343 -0.24892 1.25624
H -4.54908 0.84157 -0.08716
H -4.33663 -0.93106 -0.28913
H -2.62056 0.87365 1.53707
H -2.45321 -0.87072 1.34042
H -1.89715 -1.84561 -1.05027
H -1.02775 -0.63424 -2.08454
H -0.10516 -1.34807 0.81346
H 0.73501 -1.87026 -0.64429
*
```

Calculated values
HOMO-LUMO gap (spin up / spin down) (eV): 8.44 / 7.04



Record 14
Molecular formula: C5H9NO4
Method: DFT, wB97M-V/def2-TZVPD

Geometry as ORCA input:
```
! wB97M-V def2-TZVPD RIJCOSX def2/J DEFGRID3
* xyz 0 1
N 2.65194 -1.12973 -0.19234
C 1.14015 -0.41522 -0.37870
C -0.30413 -1.00769 -0.04444
C -1.31187 0.11238 -0.51038
C -2.69689 0.11446 0.29996
O -3.17568 -0.74002 1.14116
O -3.63252 1.07926 -0.14095
C 1.47689 0.94588 0.22167
O 1.23337 2.12719 -0.18876
O 2.05851 0.84546 1.33503
H 2.66876 -2.14159 -0.31801
H 2.61884 -1.13497 0.87633
H 1.15279 -0.02956 -1.33760
H -0.47605 -1.37223 1.07361
H -0.43090 -2.00127 -0.67468
H -1.41026 0.02162 -1.61826
H -0.74539 1.21139 -0.28046
H -3.18669 1.71820 -0.57639
H 2.36914 1.79646 1.31320
*
```

Calculated values
HOMO-LUMO gap (eV): 11.13
SMILES: N[C@@H](CCC(=O)O)C(=O)O